1.
Here is C19H25N2Pb as an isolated structure from the OMol25 dataset. Energies are from ωB97M-V/def2-TZVPD.

Geometry as ORCA input:
```
! RIJCOSX wB97M-V def2-TZVPD def2/J DEFGRID3
* xyz 1 1
C -0.245 0.496 -4.287
C 0.349 1.839 -4.170
C 0.593 -0.622 -4.746
C -1.705 0.324 -4.210
H 0.674 -0.683 -5.848
H 0.191 -1.589 -4.408
H 1.621 -0.530 -4.364
H 0.399 2.383 -5.134
H 1.382 1.784 -3.794
H -0.230 2.479 -3.487
H -2.211 0.433 -5.190
H -2.163 1.067 -3.541
H -1.970 -0.677 -3.838
C 2.666 -0.280 1.207
C 2.657 -1.035 -0.001
C 2.690 -0.126 -1.097
H 2.693 -2.122 -0.078
C 2.739 1.198 -0.567
C 2.700 1.108 0.854
H 2.763 1.945 1.554
H 2.710 -0.684 2.226
H 2.772 -0.393 -2.156
H 2.897 2.109 -1.146
C -2.313 -1.690 0.595
C -1.129 -2.397 0.994
C -0.407 -2.736 -0.189
H -0.869 -2.685 2.017
C -1.141 -2.255 -1.314
C -2.329 -1.626 -0.829
H -3.155 -1.269 -1.442
H -3.101 -1.333 1.257
H 0.509 -3.322 -0.235
H -0.896 -2.429 -2.363
Pb -0.130 0.338 -0.003
N -0.986 1.380 6.437
C -0.783 1.117 5.125
C -0.126 -0.064 4.701
C 0.040 -0.267 3.346
N -0.394 0.610 2.401
C -1.032 1.752 2.807
C -1.241 2.039 4.146
H -0.683 0.758 7.172
H -1.459 2.226 6.727
H 0.243 -0.805 5.413
H 0.540 -1.170 2.987
H -1.380 2.446 2.031
H -1.753 2.959 4.439
*
```

Values from the calculation:
E_LUMO   -6.1 eV
Frontier orbital gap   3.6 eV



2.
Here is an isolated ion of composition C5H9N2O and charge +1 from the OMol25 dataset. Energies are from ωB97M-V/def2-TZVPD.

Geometry as ORCA input:
```
! RIJCOSX wB97M-V def2-TZVPD def2/J DEFGRID3
* xyz 1 1
C -2.100 -0.948 -0.588
C -0.856 -0.235 -0.052
C -0.722 1.121 -0.198
N 0.370 1.774 0.461
N -0.018 -0.960 0.665
C 1.211 -1.154 0.623
C 2.204 -0.592 -0.384
O 2.144 0.531 -0.829
H -1.978 -1.760 -1.324
H -3.029 -0.299 -0.725
H -2.538 -1.476 0.225
H -1.322 1.800 -0.645
H 0.497 1.158 1.334
H 0.222 2.743 0.691
H 1.260 1.548 -0.087
H 1.577 -1.980 1.276
H 3.078 -1.272 -0.444
*
```

Values from the calculation:
E_LUMO   -5.3 eV
Energy above the lowest of the compared OMol25 structures with the same formula, charge and spin   313.9 kJ/mol
SMILES   CC(=C/[NH3+])/N=C\C=O
Frontier orbital gap   8.3 eV



3.
Here is a 2-piece molecular cluster, CH2N4O3 overall from the OMol25 dataset. Energies are from ωB97M-V/def2-TZVPD.

Geometry as ORCA input:
```
! RIJCOSX wB97M-V def2-TZVPD def2/J DEFGRID3
* xyz 0 1
C 1.202 -1.294 0.057
N 2.016 -1.703 0.746
N 0.147 -0.945 -0.617
N -0.381 0.250 -0.695
N 0.359 1.361 -0.167
O 1.492 1.193 0.205
O -0.211 2.415 -0.318
O -1.759 -0.005 1.065
H -0.177 -1.763 -1.236
H -2.688 0.491 0.960
*
```

Values from the calculation:
E_LUMO (alpha / beta)   -1.9 / -2.4 eV
Energy above the lowest of the compared OMol25 structures with the same formula, charge and spin   397.3 kJ/mol
Frontier orbital gap (alpha / beta)   8.1 / 9.3 eV



4.
Here is a 2-piece molecular cluster, C18H28N4O3 overall from the OMol25 dataset. Energies are from ωB97M-V/def2-TZVPD.

Geometry as ORCA input:
```
! RIJCOSX wB97M-V def2-TZVPD def2/J DEFGRID3
* xyz 0 1
H -2.946 -0.171 -3.775
N -2.860 -0.569 -2.832
C -3.185 0.342 -2.005
C -3.656 1.757 -2.489
C -3.182 0.117 -0.457
C -1.720 0.210 0.139
O -0.965 -0.743 -0.582
C -1.185 1.596 -0.306
N -0.906 2.664 -0.647
C -1.685 0.021 1.705
C -1.755 -1.473 2.025
N -1.829 -2.612 2.195
C -2.974 0.633 2.411
C -3.128 2.112 2.185
C -3.305 3.213 1.720
C -0.455 0.699 2.411
C 0.928 0.065 2.040
N 1.541 0.645 0.842
C 2.330 -0.318 0.038
C 3.885 -0.126 0.067
C 2.216 1.898 1.096
C 3.168 2.174 2.291
O 1.996 2.820 0.346
H -2.897 2.520 -2.227
H -4.584 1.980 -1.905
H -3.919 1.733 -3.564
H -3.842 0.909 -0.049
H -3.528 -0.915 -0.245
H -0.204 -1.056 -0.070
H -2.852 0.424 3.499
H -3.869 0.049 2.096
H -3.646 4.195 1.394
H -0.592 0.502 3.504
H -0.459 1.802 2.297
H 1.582 0.199 2.945
H 0.831 -1.042 1.931
H 2.019 -0.172 -1.019
H 2.124 -1.385 0.262
H 4.254 -0.028 1.112
H 4.191 0.721 -0.577
H 4.369 -1.052 -0.325
H 3.580 1.245 2.749
H 2.746 2.858 3.052
H 4.054 2.697 1.860
C 2.932 -3.911 -3.203
C 1.754 -3.530 -2.327
O 1.675 -2.114 -2.177
H 3.864 -3.540 -2.772
H 3.003 -4.995 -3.315
H 2.837 -3.462 -4.195
H 1.862 -3.962 -1.331
H 0.816 -3.892 -2.760
H 1.568 -1.734 -3.057
*
```

Values from the calculation:
E_LUMO   0.7 eV
Energy above the lowest of the compared OMol25 structures with the same formula, charge and spin   656.8 kJ/mol
SMILES   [H]/N=C(\C)C[C@@](O)(C#N)[C@](C#N)(CC#C)CCN(CC)C(C)=O.CCO
Frontier orbital gap   9.7 eV



5.
Here is BrCa3O4P as an isolated structure from the OMol25 dataset. Energies are from ωB97M-V/def2-TZVPD.

Geometry as ORCA input:
```
! RIJCOSX wB97M-V def2-TZVPD def2/J DEFGRID3
* xyz 2 1
Ca 1.222 -1.873 -0.995
Ca -0.322 -0.266 1.929
Ca 3.190 1.958 1.343
P -1.287 0.111 -0.585
O -2.523 0.001 0.276
O -0.368 -0.955 -0.057
O -0.704 1.573 -0.726
O -1.666 0.075 -2.065
Br 2.458 -0.624 0.879
*
```

Values from the calculation:
E_LUMO   -9.5 eV
Energy above the lowest of the compared OMol25 structures with the same formula, charge and spin   0.0 kJ/mol
Frontier orbital gap   3.3 eV



6.
Here is a 2-piece molecular cluster, CHF2O2S overall from the OMol25 dataset. Energies are from ωB97M-V/def2-TZVPD.

Geometry as ORCA input:
```
! RIJCOSX wB97M-V def2-TZVPD def2/J DEFGRID3
* xyz -1 3
C -1.231 -0.052 -0.397
O 2.111 1.100 0.935
O 2.328 -1.236 0.817
F -2.022 -1.095 -0.922
F -1.543 1.138 -1.083
S 1.859 -0.049 0.092
H -1.504 0.195 0.557
*
```

Values from the calculation:
E_LUMO (alpha / beta)   3.9 / 2.9 eV
Frontier orbital gap (alpha / beta)   5.1 / 7.7 eV



Quick rundown of electronic energy, same order as above: -28326.4635; -10349.3674; -13162.9582; -31218.3606; -142823.2801; -21416.3309 eV